Computed, not measured: a 2-piece molecular cluster, C3H7N2O overall in a non-equilibrium geometry, with the ωB97M-V functional and the def2-TZVPD basis.

Orbital gap (spin up / spin down)   9.21 / 5.42 eV
Strongest force on any atom   4.618 eV/Å
Total charge   +1
Energy relative to the best compared isomer or geometry (same formula, charge and spin)   6.018 eV
E_LUMO (spin up / spin down)   -4.071 / -5.544 eV
E_HOMO (spin up / spin down)   -0.488 / -0.403 Ha

Atoms and positions in Å:
C: -2.356 0.354 -0.055
C: -2.127 -0.863 0.512
C: 1.163 -0.073 0.407
N: -1.547 1.353 -0.170
N: 2.242 -0.429 -0.492
O: -1.874 -1.844 1.060
H: -3.319 0.363 -0.620
H: 1.057 1.056 0.493
H: 1.109 -0.557 1.357
H: -1.855 2.172 -0.709
H: 3.091 -0.095 0.089
H: 2.158 -0.014 -1.370
H: 2.258 -1.424 -0.502